DFT (ωB97M-V/def2-TZVPD) results for a molecular structure, C29H33As2N5O10RuS in a non-equilibrium geometry.

CARTESIAN COORDINATES (ANGSTROEM)
Ru: -0.58 0.23 0.28
S: -1.94 0.40 -1.50
C: -3.25 -0.56 -0.85
N: -4.36 -0.60 -1.56
N: -5.44 -1.24 -1.24
C: -5.70 -2.16 -0.18
C: -6.64 -1.82 0.78
C: -6.93 -2.72 1.80
C: -6.29 -3.95 1.84
C: -5.36 -4.28 0.87
C: -5.06 -3.39 -0.15
N: -3.13 -1.21 0.34
N: -2.04 -1.03 0.95
C: -2.00 -1.76 2.19
C: -0.95 -2.63 2.43
C: -0.89 -3.32 3.63
C: -1.88 -3.13 4.59
C: -2.93 -2.26 4.33
C: -3.00 -1.57 3.13
H: -6.20 -1.05 -1.89
H: -7.13 -0.86 0.74
H: -7.67 -2.46 2.55
H: -6.52 -4.65 2.63
H: -4.87 -5.25 0.89
H: -4.35 -3.65 -0.92
H: -0.19 -2.79 1.66
H: -0.08 -4.01 3.82
H: -1.83 -3.66 5.53
H: -3.71 -2.11 5.08
H: -3.82 -0.89 2.91
N: 0.57 0.10 2.15
C: -0.18 0.90 3.14
C: -0.91 2.07 2.47
O: -1.14 3.09 3.06
O: -1.26 1.85 1.22
H: 0.63 -0.86 2.49
H: 1.54 0.42 2.10
H: 0.46 1.28 3.94
H: -0.95 0.27 3.59
C: 0.17 4.34 -2.73
O: -0.18 3.17 -3.48
C: 0.61 2.10 -3.41
O: 0.36 1.10 -4.03
C: 1.75 2.08 -2.42
C: 3.04 2.11 -2.74
As: 4.70 1.72 -1.69
C: 5.19 0.08 -2.64
C: 3.85 0.73 -0.20
C: 2.54 0.27 -0.40
As: 1.20 1.65 -0.60
C: 1.87 3.13 0.45
C: 2.15 -1.11 -0.59
O: 2.89 -2.05 -0.70
O: 0.77 -1.25 -0.76
C: 0.35 -2.55 -1.25
C: 4.40 0.70 1.16
O: 3.71 0.42 2.13
O: 5.68 1.03 1.22
C: 6.27 1.04 2.53
C: 3.47 2.54 -4.12
O: 4.60 2.38 -4.51
O: 2.51 3.13 -4.81
C: 2.85 3.53 -6.15
H: -0.43 5.15 -3.15
H: 1.22 4.58 -2.84
H: -0.10 4.21 -1.68
H: 5.73 0.36 -3.53
H: 4.31 -0.51 -2.90
H: 5.83 -0.50 -1.97
H: 2.76 3.56 0.01
H: 2.08 2.77 1.46
H: 1.07 3.88 0.52
H: -0.71 -2.45 -1.44
H: 0.56 -3.32 -0.51
H: 0.88 -2.77 -2.17
H: 7.31 1.32 2.38
H: 6.19 0.05 2.98
H: 5.76 1.77 3.16
H: 1.99 4.08 -6.52
H: 3.03 2.64 -6.76
H: 3.74 4.15 -6.14

Computed properties:
⟨S²⟩	1.219
multiplicity	2
LUMO level (spin up / spin down)	-6.091 / -5.785	eV
HOMO energy (spin up / spin down)	-9.57 / -9.40	eV
charge	+1
maximum force	3.13	eV/Å